No. 1
{"formula": "C16H41NO6P", "method": "the ωB97M-V functional and the def2-TZVPD basis", "elements": ["C", "C", "C", "C", "C", "N", "C", "C", "C", "C", "C", "C", "C", "P", "O", "O", "H", "H", "H", "H", "H", "H", "H", "H", "H", "H", "H", "H", "H", "H", "H", "H", "H", "H", "H", "H", "H", "H", "H", "H", "H", "C", "O", "H", "H", "H", "H", "C", "O", "H", "H", "H", "H", "C", "O", "H", "H", "H", "H", "C", "O", "H", "H", "H", "H"], "xyz": [[-3.2130, -0.2828, -1.2692], [-2.2414, 0.5491, -0.5121], [-1.0084, 1.4450, -1.2022], [-1.0508, 1.4709, -2.8389], [0.0955, 0.5686, -3.5879], [1.4476, 0.5535, -2.9174], [2.0267, 1.9719, -3.1094], [1.4517, 0.1801, -1.4517], [1.3132, -1.4228, -1.1338], [2.3661, -2.3719, -2.0169], [-0.1885, -2.0487, -1.2565], [-0.1808, -3.6862, -1.5997], [0.4633, 1.1463, -0.5432], [0.3908, 0.6231, 1.3229], [2.1036, 0.3953, 1.7339], [0.0016, 2.1515, 2.1413], [-3.1748, -1.4644, -1.1763], [-4.0422, 0.1968, -1.9556], [-2.4166, 0.6024, 0.6676], [-1.2715, 2.5626, -0.8658], [-0.8270, 2.6012, -3.1549], [-2.0836, 1.2118, -3.3225], [-0.2689, -0.5309, -3.8783], [0.2700, 1.0952, -4.6470], [2.0731, -0.0568, -3.5231], [1.3858, 2.8035, -2.5946], [3.1173, 1.9229, -2.6332], [2.1822, 2.1033, -4.2617], [2.5513, 0.4641, -1.0733], [1.6588, -1.5962, -0.0037], [1.9947, -2.5317, -3.1185], [2.5980, -3.4003, -1.4579], [3.3979, -1.7718, -1.9984], [-0.7829, -1.9565, -0.2260], [-0.8786, -1.5701, -2.0689], [0.1312, -3.8756, -2.7362], [0.4737, -4.3004, -0.8391], [-1.3016, -4.0915, -1.5326], [1.0186, 2.2042, -0.5187], [2.2271, -0.5835, 1.9090], [0.2729, 2.0984, 3.1109], [-1.9914, 2.3379, 5.3596], [-2.8428, 1.4309, 4.6836], [-2.4252, 2.5733, 6.3342], [-1.0091, 1.8805, 5.5013], [-1.8968, 3.2556, 4.7741], [-2.4322, 1.2407, 3.8230], [-2.0585, -0.7173, 6.9926], [-1.7858, 0.2458, 7.9938], [-2.7550, -0.2890, 6.2680], [-1.1298, -0.9897, 6.4851], [-2.5094, -1.6015, 7.4495], [-1.1657, -0.1624, 8.6218], [-1.8654, -2.4437, -6.4143], [-1.5424, -2.5843, -5.0431], [-0.9963, -2.0483, -6.9452], [-2.1303, -3.4193, -6.8292], [-2.7027, -1.7500, -6.5230], [-2.3319, -2.9367, -4.5981], [4.0455, 2.1094, 4.0483], [3.6909, 2.6449, 2.7867], [4.4460, 2.9102, 4.6743], [3.1598, 1.6842, 4.5267], [4.8075, 1.3374, 3.9163], [3.3391, 1.9118, 2.2536]], "fmax_ev_per_a": 3.5, "total_charge": 1, "homo_lumo_gap_ha": 0.2718, "e_lumo_ev": -3.29}

***

No. 2
{"formula": "C16H42B3N2O12P", "method": "the ωB97M-V functional and the def2-TZVPD basis", "elements": ["C", "N", "C", "B", "O", "B", "C", "B", "O", "O", "C", "O", "O", "P", "N", "O", "H", "H", "H", "H", "H", "H", "H", "H", "H", "H", "H", "H", "H", "H", "C", "O", "C", "C", "O", "C", "C", "O", "C", "H", "H", "H", "H", "H", "H", "H", "H", "H", "H", "H", "H", "H", "H", "C", "O", "C", "C", "O", "C", "C", "O", "C", "H", "H", "H", "H", "H", "H", "H", "H", "H", "H", "H", "H", "H", "H"], "xyz": [[0.0917, 0.5404, -0.1444], [1.4136, -0.1381, -0.0965], [1.1343, -1.5429, -0.4871], [2.3870, 0.4674, -1.0530], [2.7904, -0.3705, -2.1692], [3.0512, 2.0040, -0.9031], [4.0512, 2.2178, 0.4083], [4.4741, 0.8949, 1.1488], [3.6106, 0.3752, 2.1369], [5.6671, 0.1686, 0.9475], [1.8914, 3.1794, -0.8401], [1.5480, 3.7868, -1.8958], [1.3159, 3.4992, 0.2605], [4.1447, 2.4729, -2.4632], [5.5837, 1.3977, -2.4704], [3.2822, 2.1551, -3.9044], [0.1394, 1.3880, 0.5638], [-0.6475, -0.1658, 0.2959], [-0.2212, 0.8417, -1.1634], [0.6179, -1.5911, -1.4753], [2.0421, -2.1699, -0.4843], [0.4326, -2.0306, 0.2307], [2.1069, -0.3113, -2.8530], [3.6404, 2.9095, 1.1710], [5.0026, 2.7005, 0.0563], [2.7223, 0.7413, 2.0001], [5.4137, -0.7658, 0.9478], [5.5057, 0.6937, -3.2038], [5.6982, 0.9551, -1.5584], [2.3299, 2.2468, -3.7440], [-4.1079, -2.6229, -6.7072], [-4.3892, -2.0954, -5.4297], [-4.0212, -2.9254, -4.3421], [-3.1049, -2.2438, -3.3290], [-1.8465, -1.7818, -3.7827], [-1.8054, -0.7635, -4.7742], [-2.3993, 0.5927, -4.4179], [-3.7905, 0.5491, -4.1333], [-4.1511, 1.0536, -2.8621], [-5.0164, -3.0558, -7.1406], [-3.7744, -1.8058, -7.3517], [-3.3183, -3.3793, -6.6879], [-3.5514, -3.8541, -4.6849], [-4.9443, -3.2027, -3.8183], [-2.8760, -2.9903, -2.5617], [-3.6298, -1.4491, -2.7978], [-2.2084, -1.1395, -5.7159], [-0.7421, -0.5977, -4.9668], [-2.2692, 1.2495, -5.2854], [-1.8376, 1.0328, -3.5879], [-3.3306, 1.0069, -2.1426], [-4.9776, 0.4503, -2.4758], [-4.4986, 2.0867, -2.9568], [-2.9667, -0.2235, 5.9086], [-1.6575, -0.7402, 5.9936], [-1.2717, -1.5792, 4.9169], [0.0128, -1.1384, 4.2200], [0.0294, 0.1384, 3.6140], [-0.1369, 1.2908, 4.4231], [0.9214, 1.5626, 5.4823], [1.0151, 0.5482, 6.4747], [2.2971, -0.0282, 6.6124], [-3.6422, -0.8120, 6.5401], [-2.9565, 0.8046, 6.2796], [-3.3490, -0.2070, 4.8843], [-2.0704, -1.6725, 4.1730], [-1.0960, -2.5795, 5.3320], [0.1842, -1.8449, 3.4017], [0.8759, -1.2568, 4.8764], [-1.1415, 1.3120, 4.8492], [-0.1062, 2.1332, 3.7261], [0.6447, 2.4901, 5.9977], [1.8876, 1.7331, 4.9968], [2.8982, 0.0611, 5.7044], [2.1730, -1.0918, 6.8343], [2.8258, 0.4354, 7.4526]], "fmax_ev_per_a": 2.3, "total_charge": -2, "homo_lumo_gap_ha": 0.1160, "e_lumo_ev": 3.76}

***

No. 3
{"formula": "C16H42KN6O4P2", "method": "the ωB97M-V functional and the def2-TZVPD basis", "elements": ["K", "O", "P", "N", "C", "C", "N", "C", "C", "N", "C", "C", "H", "H", "H", "H", "H", "H", "H", "H", "H", "H", "H", "H", "H", "H", "H", "H", "H", "H", "O", "P", "N", "C", "C", "N", "C", "C", "N", "C", "C", "H", "H", "H", "H", "H", "H", "H", "H", "H", "H", "H", "H", "H", "H", "H", "H", "H", "H", "O", "C", "O", "C", "C", "C", "H", "H", "H", "H", "H", "H"], "xyz": [[-2.8323, -1.3047, 0.2967], [-0.5892, -1.6982, 2.0160], [0.6421, -1.2585, 2.7532], [0.3883, -0.2113, 4.1089], [0.3086, 1.2175, 3.9389], [-0.3748, -0.6941, 5.2510], [1.6438, -0.3440, 1.6880], [2.9694, 0.0531, 2.0608], [1.4184, -0.6390, 0.2452], [1.6599, -2.5764, 3.2805], [1.8761, -3.8141, 2.5155], [2.5825, -2.4140, 4.3709], [-0.6018, 1.3208, 3.3484], [1.1234, 1.6449, 3.3546], [0.1007, 1.7318, 4.8772], [-0.1557, -0.2762, 6.2335], [-0.2461, -1.7744, 5.3177], [-1.4325, -0.5501, 5.0303], [3.1220, 1.0572, 1.6650], [3.1708, 0.0819, 3.1317], [3.7255, -0.6780, 1.7747], [0.4073, -0.8656, -0.0930], [1.6250, 0.2555, -0.3424], [2.1123, -1.4205, -0.0643], [1.1312, -4.4673, 2.9700], [1.7457, -3.5215, 1.4736], [2.9087, -4.1281, 2.6677], [3.0443, -3.3441, 4.7022], [2.1577, -1.8768, 5.2189], [3.4899, -1.8515, 4.1513], [-1.4165, 0.6258, -1.0421], [-1.2621, 1.9884, -1.6239], [-2.7206, 2.6714, -2.1364], [-4.0294, 2.3041, -1.5349], [-2.8149, 3.7395, -3.1879], [-0.2413, 2.0332, -3.0350], [-0.6202, 1.1133, -4.1529], [1.2126, 2.0414, -2.8268], [-0.5626, 3.1042, -0.5340], [0.0034, 2.7266, 0.7605], [-0.4886, 4.5057, -0.8196], [-4.7869, 2.0496, -2.2762], [-4.3442, 3.1929, -0.9881], [-3.7989, 1.5152, -0.8189], [-1.8430, 4.1193, -3.5030], [-3.4618, 4.5496, -2.8513], [-3.4135, 3.3844, -4.0268], [-0.4187, 0.0950, -3.8206], [-1.6770, 1.2232, -4.3964], [-0.1098, 1.3622, -5.0833], [1.6352, 1.1262, -2.4123], [1.5884, 2.2029, -3.8372], [1.5366, 2.8982, -2.2360], [1.0546, 2.9669, 0.9198], [-0.4879, 3.2024, 1.6092], [-0.0113, 1.6418, 0.8659], [0.4997, 4.9108, -0.6022], [-1.2887, 5.0617, -0.3308], [-0.5962, 4.6924, -1.8881], [-2.5139, -2.4951, -1.9748], [-1.4168, -2.9481, -2.2672], [-0.4674, -3.0276, -1.3468], [0.5894, -3.7737, -1.8391], [0.0859, -4.4729, -3.1142], [-1.0087, -3.5210, -3.5970], [1.0025, -4.4678, -1.1072], [1.4019, -3.0819, -2.0612], [-0.3069, -5.4518, -2.8394], [0.9269, -4.6863, -3.7740], [-1.8905, -4.0509, -3.9572], [-0.6601, -2.7254, -4.2554]], "fmax_ev_per_a": 3.2, "total_charge": 1, "homo_lumo_gap_ha": 0.3086, "e_lumo_ev": -2.20, "e_above_lowest_kj_mol": 0.00}

***

No. 4
{"formula": "C16H42N2O8Rb", "method": "the ωB97M-V functional and the def2-TZVPD basis", "elements": ["Rb", "C", "O", "C", "C", "N", "C", "C", "O", "C", "H", "H", "H", "H", "H", "H", "H", "H", "H", "H", "H", "H", "H", "H", "H", "C", "O", "C", "C", "N", "C", "C", "O", "C", "H", "H", "H", "H", "H", "H", "H", "H", "H", "H", "H", "H", "H", "H", "H", "C", "C", "O", "O", "H", "H", "H", "H", "H", "H", "C", "C", "O", "O", "H", "H", "H", "H", "H", "H"], "xyz": [[-0.3058, 0.0015, -1.4871], [4.1779, 1.4056, 4.9591], [3.4558, 0.9546, 3.8358], [2.4885, -0.0233, 4.1523], [1.7979, -0.4349, 2.8563], [1.0317, -1.6852, 3.0736], [0.3665, -2.1431, 1.8328], [1.3058, -2.6748, 0.7576], [1.6575, -1.5949, -0.1195], [2.9407, -1.7617, -0.7450], [3.5605, 1.9987, 5.6374], [4.9373, 2.0808, 4.5413], [4.7882, 0.6438, 5.4541], [1.8004, 0.3841, 4.8954], [2.9368, -0.9481, 4.5457], [2.5907, -0.5815, 2.1181], [1.1057, 0.3595, 2.6135], [1.7750, -2.3734, 3.1943], [-0.1726, -1.3478, 1.3024], [-0.3503, -2.9078, 2.1352], [0.7371, -3.3854, 0.1315], [2.1760, -3.2701, 1.0537], [3.7276, -1.6017, -0.0087], [2.9582, -0.9861, -1.5115], [2.9827, -2.7414, -1.2260], [-2.8952, -2.3027, -0.1730], [-2.5646, -0.9308, -0.0633], [-3.1813, -0.3628, 1.0817], [-2.6829, 1.0615, 1.2738], [-1.2311, 1.1274, 1.3367], [-0.7462, 2.5159, 1.4190], [-0.9976, 3.1835, 2.7759], [-0.4450, 2.3447, 3.7416], [-0.5976, 2.8388, 5.0488], [-2.9956, -2.6269, -1.2125], [-3.8371, -2.5140, 0.3337], [-2.1307, -2.9825, 0.2249], [-2.9234, -0.9532, 1.9690], [-4.2718, -0.3115, 1.0196], [-3.1552, 1.4414, 2.1877], [-3.0395, 1.6482, 0.4227], [-0.9154, 0.7294, 2.2176], [-1.1993, 3.0365, 0.5697], [0.3259, 2.6176, 1.2267], [-2.0689, 3.3682, 2.9445], [-0.5382, 4.1819, 2.7767], [0.0122, 2.3015, 5.7656], [-1.6348, 2.7397, 5.4095], [-0.4560, 3.9249, 5.0639], [-2.3233, 0.9130, -6.3901], [-1.2956, 1.7534, -5.6437], [-1.1206, 1.2939, -4.3201], [-3.6087, 1.0871, -5.8090], [-2.0083, -0.1340, -6.3356], [-2.3042, 1.2702, -7.4278], [-1.6230, 2.7954, -5.6803], [-0.3537, 1.7377, -6.2021], [-0.2315, 0.9444, -4.1723], [-4.0963, 0.2834, -6.0150], [0.1107, -1.9884, -4.5190], [1.4035, -1.2181, -4.7473], [1.3162, 0.1048, -4.1852], [0.0728, -2.3133, -3.1233], [0.0576, -2.9120, -5.0903], [-0.7471, -1.3580, -4.7478], [1.7649, -1.1517, -5.7778], [2.2063, -1.7519, -4.2256], [2.2098, 0.4266, -4.0315], [0.2704, -3.2265, -2.9088]], "fmax_ev_per_a": 1.6, "total_charge": 1, "homo_lumo_gap_ha": 0.3323, "e_lumo_ev": -2.41, "e_above_lowest_kj_mol": 0.00}

***

No. 5
{"formula": "C16H42N3P", "method": "the ωB97M-V functional and the def2-TZVPD basis", "elements": ["C", "C", "C", "N", "P", "C", "C", "C", "N", "C", "H", "H", "H", "H", "H", "H", "H", "H", "H", "H", "H", "H", "H", "H", "H", "H", "H", "H", "H", "H", "H", "H", "C", "C", "C", "N", "C", "C", "C", "C", "C", "C", "H", "H", "H", "H", "H", "H", "H", "H", "H", "H", "H", "H", "H", "H", "H", "H", "H", "H", "H", "H"], "xyz": [[-1.0994, -0.8164, 1.5594], [-2.0989, -0.3901, 0.4604], [-1.6200, -0.7043, -0.9723], [-2.3076, -1.7983, -1.5936], [-1.7005, -3.4554, -1.1512], [-1.0146, -3.8691, -2.9170], [-1.1402, -5.3579, -3.3066], [-3.4187, -4.2286, -1.5656], [-4.0691, -3.7360, -2.7842], [-5.5226, -3.7158, -2.7804], [-1.6038, -1.3162, 2.3833], [-0.5336, 0.0397, 1.9466], [-0.3904, -1.5286, 1.1350], [-2.3096, 0.6795, 0.5591], [-3.0198, -0.9474, 0.6148], [-1.8461, 0.1907, -1.5697], [-0.5173, -0.8060, -0.9756], [-2.4351, -1.6593, -2.5836], [-2.1556, -3.1831, 0.2299], [-0.3658, -2.8944, -0.7793], [-1.2185, -4.7756, -0.6895], [-1.4757, -3.2862, -3.7180], [0.0522, -3.6301, -2.8935], [-0.2157, -5.7318, -3.7529], [-1.3541, -5.9773, -2.4349], [-1.9132, -5.5054, -4.0648], [-3.3328, -5.3242, -1.5620], [-4.0457, -3.9639, -0.7117], [-3.7422, -4.2604, -3.5813], [-5.9100, -2.8154, -3.2664], [-5.9037, -3.7306, -1.7611], [-5.9674, -4.5758, -3.2997], [4.3995, 2.4793, 3.9839], [3.7515, 3.8433, 3.7342], [2.4140, 3.8836, 3.0101], [2.3688, 3.5412, 1.5376], [0.9588, 3.8700, 1.0840], [0.6494, 3.4233, -0.3305], [0.9135, 1.9343, -0.4881], [2.3450, 1.6089, -0.0940], [2.6441, 2.0726, 1.3196], [3.3466, 4.3818, 0.7981], [4.9562, 2.1107, 3.1235], [5.1199, 2.5626, 4.7961], [3.6627, 1.7276, 4.2692], [4.4675, 4.5203, 3.2648], [3.5370, 4.2897, 4.7076], [2.0238, 4.9005, 3.0679], [1.6956, 3.2203, 3.4918], [0.2975, 3.3637, 1.7878], [0.8409, 4.9466, 1.2040], [-0.3978, 3.6509, -0.5318], [1.2280, 3.9970, -1.0597], [0.7271, 1.6179, -1.5129], [0.2277, 1.3598, 0.1421], [3.0493, 2.0513, -0.8046], [2.5127, 0.5323, -0.1320], [3.6909, 1.9049, 1.5516], [2.0266, 1.5334, 2.0384], [4.3520, 4.1017, 1.0981], [3.1544, 5.4253, 1.0365], [3.2326, 4.2185, -0.2670]], "fmax_ev_per_a": 1.1, "homo_lumo_gap_ha": 0.1467, "e_lumo_ev": -0.80}

***

No. 6
{"formula": "C16H43AgO5S4", "method": "the ωB97M-V functional and the def2-TZVPD basis", "elements": ["Ag", "C", "C", "O", "H", "H", "H", "H", "H", "C", "S", "O", "C", "H", "H", "H", "H", "H", "H", "C", "S", "O", "C", "H", "H", "H", "H", "H", "H", "C", "S", "O", "C", "H", "H", "H", "H", "H", "H", "C", "S", "O", "C", "H", "H", "H", "H", "H", "H", "C", "C", "C", "C", "C", "C", "H", "H", "H", "H", "H", "H", "H", "H", "H", "H", "H", "H", "H", "H"], "xyz": [[-1.7700, -1.4997, -5.6387], [-1.5892, 1.9891, 0.9411], [-1.5371, 0.5281, 0.5107], [-2.3476, 0.1880, -0.5759], [-1.5874, 2.6605, 0.0825], [-0.8154, 2.3359, 1.6260], [-2.4881, 2.1791, 1.5276], [-1.6618, -0.1107, 1.3850], [-0.4831, 0.4515, 0.2436], [-3.9432, -6.8037, 1.3835], [-5.6062, -6.0793, 1.8842], [-6.5821, -7.2379, 1.8634], [-5.1636, -5.8538, 3.7160], [-3.5714, -7.3566, 2.2462], [-3.3236, -5.9271, 1.1951], [-3.8395, -7.3853, 0.4675], [-4.3188, -5.1727, 3.8183], [-4.8470, -6.7339, 4.2757], [-5.9410, -5.4190, 4.3443], [-8.5403, 2.5907, -0.8473], [-10.0400, 2.8451, -1.8199], [-9.5762, 3.9613, -2.7769], [-9.7403, 1.2572, -2.7647], [-8.6879, 1.7258, -0.2005], [-8.4296, 3.4852, -0.2344], [-7.6043, 2.5613, -1.4051], [-8.7459, 1.0920, -3.1794], [-10.4488, 1.0290, -3.5610], [-9.8518, 0.4608, -2.0289], [-0.3458, 5.1370, -5.7347], [-1.6317, 4.5916, -6.9955], [-1.2117, 3.1496, -7.4252], [-3.0130, 4.4410, -5.8068], [0.0209, 4.2707, -5.1841], [-0.7583, 5.9451, -5.1306], [0.5034, 5.4264, -6.3538], [-3.2865, 5.4087, -5.3861], [-2.7413, 3.7688, -4.9929], [-3.8396, 3.9939, -6.3588], [7.1817, -6.2085, -0.6170], [7.2537, -4.4255, -0.9311], [8.4486, -4.2115, -1.8887], [5.7147, -4.2337, -1.8986], [8.1463, -6.5164, -0.2133], [7.2283, -6.7379, -1.5687], [6.3243, -6.4213, 0.0214], [5.8290, -4.7865, -2.8311], [5.4873, -3.1680, -1.8733], [5.0062, -4.7267, -1.2329], [4.8055, 3.9603, 1.4485], [5.9391, 3.8347, 2.3895], [5.4677, 3.0458, 3.6770], [5.3052, 1.4731, 3.4346], [4.7976, 0.6865, 4.7231], [4.7572, -0.8595, 4.3536], [5.0559, 4.6327, 0.6279], [3.8995, 4.3256, 1.9322], [4.5826, 2.9690, 1.0539], [6.8156, 3.4021, 1.9071], [6.2617, 4.8274, 2.7035], [4.5175, 3.4654, 4.0074], [6.2387, 3.1612, 4.4387], [4.5939, 1.2537, 2.6384], [6.2721, 1.0269, 3.2023], [5.5633, 0.8066, 5.4895], [3.8474, 1.1158, 5.0408], [3.9594, -1.0693, 3.6411], [5.6843, -1.2354, 3.9208], [4.4007, -1.2801, 5.2939]], "fmax_ev_per_a": 4.3, "homo_lumo_gap_ha": 0.0974, "e_lumo_ev": -3.69}